(1)
DFT (ωB97M-V/def2-TZVPD) results for a molecular structure, C26H38N5O8PTi.

For the energy relative to the best compared isomer or geometry (same formula, charge and spin), the calculation gives 7.1 kJ/mol. As for the highest occupied orbital energy (alpha / beta): -0.2228 / -0.2226 Eh.

Element x y z (Å)
Ti (-0.1317, 0.7464, -0.3139)
C (-0.3400, 3.3391, 3.3049)
C (0.0436, 2.4492, 2.1623)
N (-0.8036, 1.7962, 1.4350)
C (-2.2011, 1.6223, 1.7763)
C (-2.3654, 0.1116, 1.9544)
N (-1.5508, -0.6170, 0.9510)
C (-2.3321, -1.5416, 0.1213)
C (-1.4504, -2.0179, -1.0118)
N (-0.9850, -0.8275, -1.7261)
C (-0.0058, -1.0782, -2.7833)
C (1.3169, -1.3971, -2.1150)
N (1.4661, -0.4978, -0.9808)
C (2.7081, -0.2080, -0.5727)
C (3.9320, -0.7574, -1.2426)
C (2.7456, 0.7253, 0.4590)
C (3.8916, 1.2228, 1.1016)
C (3.7973, 2.1813, 2.0759)
C (2.5137, 2.6551, 2.4263)
C (1.4085, 2.1444, 1.8060)
N (1.4771, 1.1763, 0.8159)
H (-1.1242, 4.0332, 3.0023)
H (0.5062, 3.9163, 3.6635)
H (-0.7207, 2.7480, 4.1415)
H (-2.8133, 1.9743, 0.9483)
H (-2.4900, 2.1465, 2.6884)
H (-3.4140, -0.1746, 1.8632)
H (-2.0302, -0.1799, 2.9517)
H (-0.8318, -1.1356, 1.4536)
H (-3.1819, -0.9867, -0.2832)
H (-2.7205, -2.3870, 0.6979)
H (-1.9927, -2.7027, -1.6723)
H (-0.5843, -2.5485, -0.6093)
H (-1.7857, -0.3146, -2.0844)
H (0.0918, -0.1564, -3.3586)
H (-0.3225, -1.8804, -3.4576)
H (2.1168, -1.2863, -2.8496)
H (1.3372, -2.4419, -1.7771)
H (3.8776, -1.8397, -1.3775)
H (4.8312, -0.5367, -0.6750)
H (4.0533, -0.3135, -2.2348)
H (4.8629, 0.8461, 0.8115)
H (4.6796, 2.5714, 2.5624)
H (2.4059, 3.4115, 3.1899)
O (-2.0965, 5.1705, -4.1867)
C (-1.7288, 4.3074, -3.4424)
C (-0.2709, 3.8936, -3.1768)
O (0.7111, 4.3912, -3.6722)
C (-0.3765, 2.8133, -2.1943)
C (-1.6910, 2.5178, -1.8936)
O (-1.9339, 1.5613, -1.0435)
C (-2.6280, 3.3701, -2.6220)
O (-3.8369, 3.3798, -2.5872)
O (0.5633, 2.1269, -1.6057)
C (1.7862, -5.4463, 4.6412)
C (0.7067, -5.1336, 3.6287)
O (0.5535, -3.7150, 3.4748)
P (1.0855, -3.0392, 2.0882)
O (0.8556, -1.4945, 2.4965)
C (1.5092, -0.8689, 3.6225)
C (0.4689, -0.3185, 4.5679)
O (2.6792, -3.2711, 2.3423)
C (3.5782, -3.2003, 1.2258)
C (4.7814, -2.3771, 1.6216)
H (1.8646, -6.5252, 4.7846)
H (1.5467, -4.9882, 5.6010)
H (2.7483, -5.0638, 4.3039)
H (-0.2598, -5.5199, 3.9541)
H (0.9375, -5.5940, 2.6614)
H (2.1332, -0.0729, 3.2123)
H (2.1520, -1.5949, 4.1199)
H (-0.1542, 0.4218, 4.0624)
H (0.9564, 0.1698, 5.4134)
H (-0.1683, -1.1185, 4.9456)
H (3.0677, -2.7544, 0.3677)
H (3.8666, -4.2194, 0.9584)
H (4.4731, -1.3655, 1.8896)
H (5.4902, -2.3214, 0.7941)
H (5.2851, -2.8265, 2.4775)

(2)
DFT (ωB97M-V/def2-TZVPD) results for a molecular structure, C26H39GaO5Si in a non-equilibrium geometry.

Its net charge is -2. As for the highest occupied orbital energy: 0.0879 Eh.

Element x y z (Å)
C (-0.0540, -0.1990, -6.4322)
C (-0.6571, -1.2130, -5.4180)
C (-0.2039, 1.2338, -5.8693)
C (-1.4233, 1.1197, -4.9690)
H (-0.3464, 1.9311, -6.7035)
H (0.6813, 1.5216, -5.2678)
C (-1.3033, -0.3249, -4.3506)
H (0.1254, -1.8854, -5.0379)
H (-1.4634, -1.7707, -5.9248)
C (-0.4409, -0.0758, -3.1174)
H (-2.2796, -0.7089, -3.9957)
H (-2.3521, 1.2277, -5.5683)
C (-1.3250, 2.0172, -3.7138)
C (1.3915, -0.3803, -6.7770)
C (-0.6339, -0.2461, -7.8436)
O (-1.2116, 0.7095, -8.3360)
O (2.1706, -1.1710, -6.2815)
O (1.7093, 0.4573, -7.7842)
O (-0.4620, -1.3532, -8.5903)
C (0.0826, -2.6110, -8.1429)
H (-0.1401, -2.8599, -7.0983)
H (1.1658, -2.6258, -8.3096)
H (-0.3894, -3.3506, -8.7966)
C (3.0511, 0.2973, -8.2257)
H (3.7412, 0.5844, -7.4237)
H (3.1147, 0.9651, -9.0814)
H (3.2259, -0.7486, -8.5066)
O (-0.4776, 1.3333, -2.8159)
H (0.6282, -0.3072, -3.2448)
H (-0.7879, -0.6017, -2.2063)
C (-2.7296, 2.2356, -3.1250)
C (-0.6188, 3.3726, -3.9050)
H (-0.9302, 3.8818, -4.8232)
H (0.4718, 3.2529, -3.8968)
H (-0.8754, 4.0313, -3.0658)
H (-2.6811, 2.7314, -2.1418)
H (-3.2787, 1.2955, -3.0131)
H (-3.3219, 2.8698, -3.8024)
Ga (-0.0127, 0.0834, 2.0034)
C (-1.6968, -1.1692, 1.9020)
C (-2.1812, -1.0892, 0.5258)
C (-1.5114, -2.0598, -0.2342)
H (-3.0185, -0.4706, 0.1987)
C (-0.5587, -2.7149, 0.5811)
C (-0.6177, -2.1876, 1.8883)
H (-0.1677, -2.6279, 2.7815)
H (-2.2920, -0.8866, 2.7804)
H (-1.7452, -2.3422, -1.2663)
H (0.0239, -3.5779, 0.2695)
C (2.2287, 1.3395, 0.4886)
C (2.2917, 0.2002, 1.3892)
C (2.4093, -0.9743, 0.5522)
H (2.6071, 0.2613, 2.4409)
C (2.4190, -0.5680, -0.7886)
C (2.2787, 0.8605, -0.8325)
H (2.2850, 1.4688, -1.7374)
H (2.1791, 2.3769, 0.8148)
H (2.4273, -1.9978, 0.9310)
H (2.5466, -1.2156, -1.6567)
C (-2.9856, 2.4336, 1.2970)
Si (-1.1095, 2.4117, 1.4619)
C (-0.5634, 3.8253, 0.3512)
C (-0.5784, 2.7587, 3.2509)
H (-3.3254, 2.3063, 0.2554)
H (-3.3303, 3.4198, 1.6533)
H (-3.4507, 1.6435, 1.9030)
H (-0.6937, 4.7671, 0.9078)
H (0.4791, 3.7630, 0.0244)
H (-1.1759, 3.8904, -0.5585)
H (-1.1608, 3.6260, 3.5865)
H (-0.7661, 1.9125, 3.9349)
H (0.4969, 2.9828, 3.2780)

| no. | electronic energy (eV) |
| --- | --- |
| 1 | -83817.5644 |
| 2 | -98081.0498 |